Entry 1:
A 2-piece molecular cluster, C22H28N5O5 overall in a non-equilibrium geometry, computed with the ωB97M-V functional and the def2-TZVPD basis.

The HOMO energy is -10.861 eV. The total charge is +1. Its HOMO-LUMO gap is 8.174 eV. Its total energy is -40952.7488 eV.

Structure (XYZ):
```
60
C22H28N5O5 (the ωB97M-V functional and the def2-TZVPD basis)
O 1.680 4.076 -0.636
O -4.043 -5.954 -4.468
O -1.894 -0.991 -5.007
N 1.894 3.743 3.400
O 2.560 2.050 -1.024
O 1.978 0.327 1.082
C 2.037 2.993 -0.212
C -3.228 -5.054 -4.545
C -2.720 -1.860 -4.737
C 0.207 -1.679 -1.397
C -0.185 -1.948 -2.681
C 0.962 -0.057 -2.710
C 1.917 3.851 2.069
C 1.736 1.192 6.005
C 1.700 0.030 5.238
C 1.938 2.743 1.224
C 1.835 2.458 5.402
C 1.755 0.108 3.849
C 1.909 1.477 1.815
C 1.861 2.539 3.988
C 1.843 1.360 3.207
N 0.927 -0.494 -1.436
N -3.837 -2.017 -5.459
N -3.245 -4.087 -3.621
N 0.295 -0.931 -3.482
C -2.223 -5.056 -5.684
C -4.201 -1.201 -6.621
C 0.464 4.082 6.712
C 2.803 3.555 7.493
C 1.883 3.713 6.272
C -1.010 -3.124 -3.159
C -2.482 -2.823 -3.544
H 2.754 2.556 -1.831
H 2.416 -0.331 1.651
H -0.016 -2.276 -0.519
H 1.382 0.887 -3.044
H 1.948 4.857 1.658
H 1.679 1.099 7.085
H 1.625 -0.936 5.730
H 1.708 -0.827 3.300
H 1.336 0.001 -0.637
H -4.472 -2.753 -5.189
H -3.931 -4.256 -2.898
H -0.025 -0.774 -4.440
H -2.193 -4.097 -6.192
H -1.240 -5.317 -5.301
H -2.521 -5.818 -6.404
H -4.597 -0.238 -6.293
H -3.325 -1.023 -7.249
H -4.960 -1.711 -7.217
H -0.172 4.246 5.835
H 0.023 3.283 7.317
H 0.476 5.002 7.305
H 3.785 3.184 7.183
H 2.941 4.524 7.982
H 2.381 2.864 8.229
H 2.286 4.549 5.692
H -1.003 -3.878 -2.369
H -0.496 -3.556 -4.019
H -2.903 -2.282 -2.696
```

Entry 2:
The molecule C4H5NS2 in a non-equilibrium geometry, computed with the ωB97M-V functional and the def2-TZVPD basis.

The SMILES is NC=C(C=S)C=S. For the energy above the lowest of the compared OMol25 structures with the same formula, charge and spin, the calculation gives 2.505 eV. The HOMO energy is -8.349 eV. Its HOMO-LUMO gap is 7.996 eV. Its total energy is -27387.2108 eV.

Structure (XYZ):
```
12
C4H5NS2 (the ωB97M-V functional and the def2-TZVPD basis)
N 0.874 -1.334 2.162
C 1.197 -0.628 1.088
C 0.477 -0.003 0.100
C -1.027 0.003 0.131
S -2.187 -0.316 1.167
C 1.284 0.623 -1.003
S 0.796 1.082 -2.538
H -0.109 -1.169 2.635
H 1.645 -1.680 2.896
H 2.193 -0.845 0.857
H -1.596 0.092 -0.833
H 2.407 0.716 -0.649
```

Question: Number 1 is which compound?
Answer: C22H28N5O5

What did the first record say?
A 2-piece molecular cluster, C22H28N5O5 overall in a non-equilibrium geometry, computed with the ωB97M-V functional and the def2-TZVPD basis.

The HOMO energy is -10.861 eV. The total charge is +1. Its HOMO-LUMO gap is 8.174 eV. Its total energy is -40952.7488 eV.

Structure (XYZ):
```
60
C22H28N5O5 (the ωB97M-V functional and the def2-TZVPD basis)
O 1.680 4.076 -0.636
O -4.043 -5.954 -4.468
O -1.894 -0.991 -5.007
N 1.894 3.743 3.400
O 2.560 2.050 -1.024
O 1.978 0.327 1.082
C 2.037 2.993 -0.212
C -3.228 -5.054 -4.545
C -2.720 -1.860 -4.737
C 0.207 -1.679 -1.397
C -0.185 -1.948 -2.681
C 0.962 -0.057 -2.710
C 1.917 3.851 2.069
C 1.736 1.192 6.005
C 1.700 0.030 5.238
C 1.938 2.743 1.224
C 1.835 2.458 5.402
C 1.755 0.108 3.849
C 1.909 1.477 1.815
C 1.861 2.539 3.988
C 1.843 1.360 3.207
N 0.927 -0.494 -1.436
N -3.837 -2.017 -5.459
N -3.245 -4.087 -3.621
N 0.295 -0.931 -3.482
C -2.223 -5.056 -5.684
C -4.201 -1.201 -6.621
C 0.464 4.082 6.712
C 2.803 3.555 7.493
C 1.883 3.713 6.272
C -1.010 -3.124 -3.159
C -2.482 -2.823 -3.544
H 2.754 2.556 -1.831
H 2.416 -0.331 1.651
H -0.016 -2.276 -0.519
H 1.382 0.887 -3.044
H 1.948 4.857 1.658
H 1.679 1.099 7.085
H 1.625 -0.936 5.730
H 1.708 -0.827 3.300
H 1.336 0.001 -0.637
H -4.472 -2.753 -5.189
H -3.931 -4.256 -2.898
H -0.025 -0.774 -4.440
H -2.193 -4.097 -6.192
H -1.240 -5.317 -5.301
H -2.521 -5.818 -6.404
H -4.597 -0.238 -6.293
H -3.325 -1.023 -7.249
H -4.960 -1.711 -7.217
H -0.172 4.246 5.835
H 0.023 3.283 7.317
H 0.476 5.002 7.305
H 3.785 3.184 7.183
H 2.941 4.524 7.982
H 2.381 2.864 8.229
H 2.286 4.549 5.692
H -1.003 -3.878 -2.369
H -0.496 -3.556 -4.019
H -2.903 -2.282 -2.696
```